# 1
13 unconnected molecules or ions with the total composition C52H104O39 in a non-equilibrium geometry. Source: the OMol25 dataset; level of theory: wB97M-V/def2-TZVPD.

Element x y z (Å)
C (-5.813, 1.440, -18.982)
C (-4.359, 1.066, -18.929)
O (-3.914, 1.448, -17.661)
C (-3.013, 0.767, -16.978)
O (-2.414, -0.178, -17.432)
O (-2.868, 1.298, -15.772)
C (-1.734, 0.876, -14.932)
H (-6.392, 1.181, -18.095)
H (-6.311, 0.742, -19.655)
H (-6.002, 2.451, -19.343)
H (-3.867, 1.695, -19.672)
H (-4.372, -0.018, -19.043)
H (-1.660, 1.390, -13.973)
H (-0.739, 1.019, -15.354)
H (-1.705, -0.139, -14.537)
C (2.193, -6.672, -26.997)
C (2.098, -6.732, -25.432)
O (0.745, -6.773, -25.002)
C (0.157, -5.871, -24.138)
O (-0.965, -6.125, -23.635)
O (0.881, -4.674, -24.143)
C (0.355, -3.554, -23.472)
H (1.907, -5.665, -27.300)
H (1.444, -7.330, -27.437)
H (3.130, -6.883, -27.513)
H (2.716, -5.950, -24.991)
H (2.518, -7.714, -25.213)
H (0.933, -2.660, -23.705)
H (0.307, -3.777, -22.406)
H (-0.619, -3.153, -23.750)
C (-9.761, -6.332, -26.595)
C (-9.780, -7.725, -25.833)
O (-9.588, -8.807, -26.677)
C (-10.564, -9.487, -27.285)
O (-11.741, -9.265, -27.309)
O (-10.028, -10.572, -27.821)
C (-10.761, -11.738, -28.094)
H (-9.962, -5.494, -25.927)
H (-10.397, -6.357, -27.480)
H (-8.774, -6.253, -27.050)
H (-10.599, -7.753, -25.116)
H (-8.940, -7.818, -25.144)
H (-11.265, -11.610, -29.052)
H (-11.540, -12.027, -27.389)
H (-10.169, -12.635, -28.275)
C (-4.417, 1.848, -8.227)
C (-5.322, 0.624, -7.973)
O (-5.267, -0.429, -8.979)
C (-5.968, -0.332, -10.118)
O (-6.776, 0.590, -10.444)
O (-5.732, -1.414, -10.816)
C (-6.316, -1.605, -12.117)
H (-4.658, 2.573, -7.450)
H (-4.568, 2.309, -9.203)
H (-3.365, 1.582, -8.119)
H (-6.368, 0.910, -7.869)
H (-5.057, 0.202, -7.004)
H (-6.022, -0.759, -12.738)
H (-7.383, -1.823, -12.164)
H (-5.832, -2.486, -12.539)
C (-14.038, -7.718, -10.984)
C (-12.899, -7.594, -9.987)
O (-13.003, -6.275, -9.416)
C (-12.170, -5.233, -9.712)
O (-11.207, -5.241, -10.468)
O (-12.553, -4.189, -8.962)
C (-11.803, -2.937, -9.003)
H (-13.749, -7.151, -11.869)
H (-14.944, -7.295, -10.548)
H (-14.338, -8.734, -11.242)
H (-11.895, -7.733, -10.389)
H (-12.916, -8.278, -9.139)
H (-11.949, -2.250, -9.836)
H (-10.781, -3.261, -8.809)
H (-12.184, -2.337, -8.176)
C (-15.386, -9.826, -22.505)
C (-16.051, -8.398, -22.376)
O (-17.396, -8.558, -22.816)
C (-18.278, -7.562, -22.407)
O (-18.071, -6.520, -21.794)
O (-19.473, -7.886, -22.857)
C (-20.630, -7.334, -22.265)
H (-14.334, -9.773, -22.225)
H (-15.429, -10.027, -23.576)
H (-15.926, -10.553, -21.898)
H (-15.743, -7.543, -22.977)
H (-16.022, -8.033, -21.350)
H (-20.791, -6.277, -22.477)
H (-20.543, -7.380, -21.180)
H (-21.513, -7.973, -22.281)
C (0.167, -11.077, -20.161)
C (1.736, -10.742, -20.298)
O (2.506, -11.934, -19.867)
C (3.836, -12.018, -20.047)
O (4.485, -11.058, -20.437)
O (4.343, -13.234, -19.612)
C (5.737, -13.611, -19.760)
H (-0.457, -10.263, -20.530)
H (-0.027, -11.162, -19.092)
H (-0.244, -12.007, -20.554)
H (2.018, -9.965, -19.588)
H (1.938, -10.446, -21.328)
H (5.934, -14.429, -20.453)
H (6.369, -13.783, -18.889)
H (6.252, -12.786, -20.253)
C (-23.662, -8.129, -11.347)
C (-22.669, -8.360, -12.459)
O (-21.669, -7.257, -12.628)
C (-20.616, -7.050, -11.892)
O (-20.214, -7.806, -11.044)
O (-19.968, -5.941, -12.286)
C (-18.798, -5.460, -11.566)
H (-23.207, -7.968, -10.370)
H (-24.401, -8.910, -11.530)
H (-24.219, -7.210, -11.527)
H (-23.227, -8.631, -13.355)
H (-22.093, -9.284, -12.412)
H (-18.608, -4.389, -11.493)
H (-17.817, -5.663, -11.995)
H (-18.649, -5.776, -10.534)
C (-20.236, -14.089, -14.707)
C (-18.761, -13.668, -14.683)
O (-18.484, -12.310, -14.771)
C (-18.753, -11.584, -15.884)
O (-19.342, -12.042, -16.832)
O (-18.429, -10.282, -15.682)
C (-18.800, -9.226, -16.492)
H (-20.347, -15.174, -14.690)
H (-20.733, -13.597, -15.543)
H (-20.911, -13.750, -13.921)
H (-18.219, -14.223, -15.449)
H (-18.295, -14.101, -13.798)
H (-18.238, -9.138, -17.422)
H (-18.291, -8.369, -16.051)
H (-19.857, -8.966, -16.427)
C (-5.955, -4.947, -18.947)
C (-7.239, -4.967, -19.878)
O (-8.210, -5.668, -19.169)
C (-9.141, -5.021, -18.447)
O (-9.273, -3.890, -18.191)
O (-9.869, -6.028, -17.937)
C (-11.155, -5.801, -17.398)
H (-5.082, -4.470, -19.393)
H (-5.769, -6.007, -18.775)
H (-5.990, -4.372, -18.022)
H (-7.033, -5.463, -20.826)
H (-7.725, -4.007, -20.055)
H (-11.187, -5.256, -16.455)
H (-11.852, -6.639, -17.429)
H (-11.668, -5.074, -18.027)
C (1.270, -11.624, -13.743)
C (2.506, -10.743, -13.671)
O (2.452, -9.621, -14.591)
C (1.655, -8.511, -14.235)
O (0.980, -8.348, -13.211)
O (1.717, -7.647, -15.322)
C (0.989, -6.386, -15.327)
H (1.065, -11.957, -14.760)
H (0.462, -10.933, -13.500)
H (1.296, -12.406, -12.984)
H (3.339, -11.425, -13.840)
H (2.658, -10.441, -12.634)
H (1.216, -5.898, -16.275)
H (1.343, -5.781, -14.493)
H (-0.088, -6.529, -15.230)
C (-13.708, -0.884, -20.944)
C (-14.643, -0.490, -22.130)
O (-15.317, 0.725, -21.790)
C (-14.746, 1.982, -21.790)
O (-15.084, 3.011, -21.160)
O (-13.685, 1.983, -22.551)
C (-12.860, 3.125, -22.884)
H (-13.256, -1.811, -21.297)
H (-14.370, -1.072, -20.099)
H (-12.806, -0.287, -20.813)
H (-15.316, -1.337, -22.262)
H (-14.286, -0.466, -23.159)
H (-13.250, 3.768, -23.673)
H (-11.913, 2.670, -23.176)
H (-12.856, 3.769, -22.005)
C (-11.666, -12.079, -17.408)
C (-11.339, -11.661, -15.995)
O (-10.081, -11.047, -15.666)
C (-8.966, -11.534, -16.069)
O (-8.836, -12.554, -16.758)
O (-7.999, -10.692, -15.709)
C (-6.801, -10.668, -16.510)
H (-11.417, -13.140, -17.370)
H (-10.986, -11.592, -18.106)
H (-12.677, -11.948, -17.793)
H (-11.475, -12.452, -15.258)
H (-11.974, -10.807, -15.759)
H (-6.069, -11.422, -16.222)
H (-6.258, -9.733, -16.376)
H (-6.967, -10.710, -17.586)

Summary:
Energy relative to the best compared isomer or geometry (same formula, charge and spin): 253.08 kcal/mol
Multiplicity: 1
HOMO energy: -10.39 eV
Kohn-Sham gap: 10.42 eV
E_LUMO: 0.0011 Eh

Here are the Mulliken charges for atoms 1 to 8, given in e:
1. C -1.166
2. C -0.169
3. O -0.268
4. C 0.756
5. O -0.583
6. O -0.314
7. C -0.711
8. H 0.345

# 2
A molecular structure, C52H105AgF3FeN3O12 in a non-equilibrium geometry. Source: the OMol25 dataset; level of theory: wB97M-V/def2-TZVPD.

Element x y z (Å)
Fe (1.251, -4.623, 4.486)
Ag (2.246, -2.000, 1.881)
C (-0.769, -2.440, 2.340)
O (-0.057, -1.569, 1.431)
O (0.225, -3.131, 3.095)
C (-1.983, -1.820, 3.013)
F (-1.818, -1.235, 4.170)
F (-2.537, -0.921, 2.257)
F (-2.998, -2.666, 3.251)
C (-0.553, -1.514, 0.097)
C (0.173, -0.340, -0.669)
H (1.247, -0.299, -0.488)
H (0.137, -0.512, -1.745)
H (-0.309, 0.584, -0.350)
H (-1.633, -1.377, 0.035)
H (-0.295, -2.451, -0.397)
H (-1.156, -3.250, 1.722)
C (-0.489, 2.827, -2.196)
C (0.482, 3.316, -3.257)
C (-0.090, 3.246, -4.709)
C (-1.033, 4.454, -4.968)
C (-0.349, 5.788, -4.641)
C (0.246, 5.896, -3.205)
N (1.056, 4.666, -2.983)
O (1.734, 4.693, -1.768)
C (1.259, 7.115, -3.177)
C (-0.929, 6.166, -2.228)
C (1.562, 2.256, -3.300)
H (-1.060, 1.971, -2.555)
H (-1.331, 3.468, -1.932)
H (0.081, 2.511, -1.322)
H (0.697, 3.191, -5.461)
H (-0.717, 2.367, -4.857)
H (-1.979, 4.292, -4.451)
H (-1.319, 4.301, -6.008)
H (-1.013, 6.651, -4.703)
H (0.569, 5.934, -5.210)
H (2.080, 6.950, -3.874)
H (0.741, 8.028, -3.471)
H (1.777, 7.371, -2.253)
H (-1.790, 5.608, -2.595)
H (-0.739, 5.827, -1.210)
H (-1.280, 7.190, -2.100)
H (2.438, 2.576, -2.737)
H (2.024, 2.017, -4.258)
H (1.321, 1.301, -2.835)
H (1.020, 4.594, -1.133)
C (4.463, 0.119, -2.229)
C (5.421, -0.611, -3.236)
C (4.580, -0.882, -4.440)
C (5.216, -1.340, -5.680)
C (6.290, -0.295, -5.981)
C (7.344, 0.018, -4.848)
N (6.564, 0.259, -3.611)
O (7.355, 0.691, -2.532)
C (8.294, -1.166, -4.826)
C (8.115, 1.348, -5.170)
C (5.862, -1.919, -2.537)
H (4.030, 1.033, -2.636)
H (5.026, 0.424, -1.347)
H (3.642, -0.520, -1.903)
H (3.811, -1.646, -4.323)
H (3.995, -0.012, -4.738)
H (4.503, -1.412, -6.501)
H (5.715, -2.299, -5.535)
H (5.749, 0.567, -6.372)
H (6.811, -0.607, -6.886)
H (9.049, -0.937, -5.578)
H (8.812, -1.215, -3.868)
H (7.858, -2.133, -5.075)
H (8.611, 1.213, -6.132)
H (7.460, 2.219, -5.195)
H (8.879, 1.576, -4.427)
H (6.562, -1.700, -1.731)
H (6.340, -2.530, -3.303)
H (5.078, -2.473, -2.020)
H (7.062, 1.598, -2.418)
C (-0.848, 2.007, 2.293)
C (-1.620, 3.044, 3.115)
C (-1.297, 4.538, 2.651)
C (-1.965, 4.906, 1.362)
C (-3.505, 4.727, 1.501)
C (-3.943, 3.330, 1.980)
N (-3.061, 2.803, 3.062)
O (-3.512, 1.556, 3.557)
C (-5.341, 3.484, 2.672)
C (-3.953, 2.363, 0.771)
C (-1.257, 2.912, 4.628)
H (-0.961, 2.133, 1.216)
H (-1.067, 0.965, 2.524)
H (0.214, 2.159, 2.489)
H (-1.585, 5.318, 3.356)
H (-0.214, 4.661, 2.642)
H (-1.537, 4.316, 0.551)
H (-1.719, 5.958, 1.216)
H (-3.912, 4.922, 0.509)
H (-3.946, 5.433, 2.205)
H (-5.255, 3.961, 3.648)
H (-6.028, 4.157, 2.158)
H (-5.778, 2.514, 2.908)
H (-4.861, 2.519, 0.189)
H (-3.029, 2.581, 0.235)
H (-3.957, 1.354, 1.183)
H (-0.253, 3.308, 4.784)
H (-1.387, 1.871, 4.923)
H (-1.968, 3.468, 5.239)
H (-3.274, 0.956, 2.846)
C (0.864, -5.676, 0.158)
C (2.095, -4.842, -0.166)
O (2.314, -3.653, 0.211)
C (3.039, -5.444, -1.105)
H (0.035, -5.060, 0.506)
H (1.152, -6.454, 0.865)
H (0.568, -6.178, -0.763)
H (4.008, -5.274, -0.636)
H (3.029, -4.832, -2.007)
H (2.784, -6.468, -1.378)
C (2.903, 1.876, 0.272)
C (2.953, 1.461, 1.751)
O (2.321, 0.488, 2.245)
C (3.935, 2.178, 2.585)
H (3.883, 2.206, -0.074)
H (2.182, 2.677, 0.105)
H (2.685, 1.071, -0.429)
H (4.966, 2.190, 2.230)
H (4.016, 1.703, 3.563)
H (3.568, 3.192, 2.739)
C (-3.070, -5.524, 4.717)
C (-1.851, -5.451, 5.656)
O (-0.758, -5.231, 5.141)
C (-2.003, -5.834, 7.133)
H (-2.796, -5.043, 3.779)
H (-3.944, -5.072, 5.187)
H (-3.272, -6.595, 4.693)
H (-2.348, -6.867, 7.185)
H (-2.726, -5.201, 7.647)
H (-1.090, -5.919, 7.722)
C (-5.864, -0.863, 1.259)
C (-6.247, -1.900, 2.308)
O (-6.712, -2.965, 1.994)
C (-6.027, -1.579, 3.833)
H (-6.232, -1.032, 0.247)
H (-4.775, -0.887, 1.223)
H (-6.195, 0.103, 1.639)
H (-4.958, -1.541, 4.044)
H (-6.582, -2.301, 4.431)
H (-6.567, -0.649, 4.015)
C (-3.793, -4.701, 0.840)
C (-3.031, -4.824, -0.437)
O (-2.827, -3.855, -1.142)
C (-2.620, -6.185, -1.012)
H (-4.241, -3.708, 0.869)
H (-3.122, -4.697, 1.699)
H (-4.546, -5.487, 0.894)
H (-2.165, -6.000, -1.985)
H (-3.456, -6.883, -1.066)
H (-1.871, -6.671, -0.387)
C (-0.577, -2.608, -3.394)
C (0.808, -2.375, -3.918)
O (1.810, -2.628, -3.288)
C (0.901, -1.710, -5.268)
H (-1.242, -1.751, -3.284)
H (-0.608, -3.163, -2.456)
H (-1.120, -3.242, -4.095)
H (-0.008, -1.883, -5.843)
H (1.778, -2.119, -5.771)
H (0.960, -0.625, -5.182)
C (-3.669, -1.529, 6.694)
C (-4.277, -1.762, 8.058)
O (-4.059, -2.660, 8.802)
C (-5.189, -0.714, 8.648)
H (-2.682, -1.968, 6.548)
H (-3.543, -0.475, 6.445)
H (-4.436, -1.894, 6.011)
H (-5.806, -1.046, 9.484)
H (-5.856, -0.351, 7.866)
H (-4.612, 0.106, 9.076)

Summary:
Multiplicity: 6
Charge: +1
HOMO energy (spin up / spin down): -9.66 / -9.66 eV
Kohn-Sham gap (spin up / spin down): 7.18 / 6.14 eV
E_LUMO (spin up / spin down): -0.0912 / -0.1294 Eh
<S²>: 8.755

Here are the Mulliken charges for atoms 1 to 8, given in e:
1. Fe 0.207
2. Ag -0.180
3. C -0.395
4. O 2.038
5. O 0.102
6. C 0.764
7. F -0.444
8. F 0.085